Arrangement one

Formula: C3H14N2O3
Source: the Open Molecules 2025 dataset
Level of theory: ωB97M-V/def2-TZVPD

Each line ends with the Mulliken charge.
Atoms and positions in Å:
O: -0.86 -2.67 1.57  -0.537
O: -1.84 1.35 1.63  -0.672
O: -2.37 1.70 -1.74  -0.656
N: 0.83 1.63 -1.23  -0.626
N: 0.24 -0.82 0.63  -0.259
C: 0.19 -2.28 0.73  -0.330
C: 1.53 -0.29 0.19  -0.808
C: 1.52 0.34 -1.21  -0.528
H: 1.06 -0.45 -1.82  0.278
H: 2.53 0.48 -1.49  0.349
H: -0.52 -0.55 0.02  0.163
H: -2.08 2.43 -1.19  0.332
H: 2.23 -1.12 0.16  0.412
H: -1.48 2.06 2.16  0.309
H: -1.18 -1.90 2.04  0.298
H: 0.18 1.67 -2.01  0.341
H: -2.13 0.87 -1.31  0.295
H: 1.11 -2.64 1.19  0.349
H: 0.03 -2.70 -0.27  0.316
H: 0.32 1.77 -0.36  0.232
H: 1.89 0.47 0.89  0.338
H: -1.21 0.66 1.43  0.403

The HOMO-LUMO gap is 10.20 eV. The HOMO energy comes out at -9.633 eV. As for the molar mass: 126.2 Da.

Arrangement two

Formula: C3H14N2O3
Source: the Open Molecules 2025 dataset
Level of theory: ωB97M-V/def2-TZVPD

Each line ends with the Mulliken charge.
Atoms and positions in Å:
O: 0.28 -3.17 -1.03  -0.712
O: -0.04 -3.18 1.71  -0.667
O: 1.89 -0.08 2.23  -0.672
N: 0.93 0.08 -1.37  -0.427
N: -0.78 0.59 0.65  -0.486
C: -0.69 1.56 -0.41  0.544
C: 0.16 1.26 -1.41  -0.522
C: -1.50 2.80 -0.25  -1.161
H: -1.89 3.02 -1.25  0.320
H: 0.91 -3.20 1.90  0.300
H: 0.88 -2.48 -1.31  0.315
H: -0.12 -3.24 0.74  0.394
H: 1.82 0.89 2.25  0.324
H: -1.65 0.63 1.16  0.230
H: -2.35 2.67 0.42  0.367
H: -0.47 -3.04 -1.61  0.332
H: 0.25 1.96 -2.24  0.321
H: -0.59 -0.34 0.30  0.183
H: 1.64 0.05 -2.08  0.234
H: 1.25 -0.17 -0.45  0.227
H: 0.97 -0.29 2.01  0.327
H: -0.90 3.66 0.04  0.230

The HOMO-LUMO gap is 8.18 eV. The HOMO energy comes out at -7.601 eV. As for the molar mass: 126.2 Da.

Short version: arrangement two is the most stable of them.

Arrangement one

Formula: C8H10S
Source: the Open Molecules 2025 dataset
Level of theory: ωB97M-V/def2-TZVPD

Each line ends with the Mulliken charge.
Atoms and positions in Å:
S: -2.97 2.18 0.20  -0.206
C: -3.01 -0.64 0.09  0.052
C: -1.24 2.00 -0.44  -0.431
C: 1.08 0.96 -0.55  -0.444
C: -2.40 -1.86 -0.46  -0.142
C: -0.29 1.26 0.13  -0.043
C: -3.29 0.53 0.08  -0.087
C: 2.16 1.21 0.46  -1.122
C: -2.26 -2.98 0.19  -0.700
H: -2.21 -1.71 -1.46  0.398
H: 1.05 -0.03 -0.89  0.336
H: 1.22 1.55 -1.44  0.346
H: -2.55 -3.00 1.27  0.231
H: 3.10 0.95 -0.05  0.309
H: -1.72 -3.85 -0.12  0.312
H: -1.25 2.51 -1.45  0.335
H: 2.06 2.29 0.62  0.306
H: 2.04 0.74 1.44  0.347
H: -0.22 0.78 1.17  0.203

The HOMO-LUMO gap is 8.84 eV. The HOMO energy comes out at -8.292 eV. As for the molar mass: 138.2 Da.

Arrangement two

Formula: C8H10S
Source: the Open Molecules 2025 dataset
Level of theory: ωB97M-V/def2-TZVPD

Each line ends with the Mulliken charge.
Atoms and positions in Å:
S: -3.65 -0.34 -0.50  -0.258
C: -2.08 -0.67 -0.66  -0.568
C: 0.29 0.18 -1.36  -0.539
C: -1.04 0.30 -0.66  0.282
C: 0.46 1.46 2.18  -0.677
C: 0.64 1.62 0.90  -0.442
C: 0.32 0.39 0.09  0.766
C: 0.82 -1.27 -1.17  -0.607
C: 0.91 -0.96 0.33  -1.022
H: -1.45 1.39 -0.93  0.309
H: 0.67 0.81 -2.15  0.393
H: 1.15 2.42 0.34  0.352
H: 0.24 -1.45 0.92  0.364
H: 1.83 -1.08 0.69  0.471
H: 0.79 2.12 3.03  0.276
H: -1.82 -1.72 -0.85  0.196
H: 1.88 -1.51 -1.57  0.314
H: -0.11 0.55 2.64  0.202
H: 0.17 -2.23 -1.28  0.187

The HOMO-LUMO gap is 8.37 eV. The HOMO energy comes out at -8.483 eV. As for the molar mass: 138.2 Da.

Short version: arrangement two is the most stable of them.

Arrangement one

Formula: C3H9NO3
Source: the Open Molecules 2025 dataset
Level of theory: ωB97M-V/def2-TZVPD

Each line ends with the Mulliken charge.
Atoms and positions in Å:
O: 0.21 1.19 -0.67  -0.220
O: -0.87 0.30 -0.92  -0.381
O: 3.18 0.90 -0.30  -0.365
N: -2.56 -0.77 0.12  -0.642
C: -0.22 -1.69 0.31  -1.149
C: -1.15 -0.47 0.23  0.359
C: 2.79 1.98 0.01  -0.092
H: -2.74 -1.19 -0.79  0.246
H: -1.00 0.16 1.12  0.308
H: 0.81 -1.35 0.29  0.295
H: 2.71 2.82 -0.70  0.224
H: 2.47 2.22 1.04  0.231
H: -0.40 -2.25 1.22  0.339
H: -0.39 -2.34 -0.55  0.294
H: -2.82 -1.45 0.83  0.255
H: -0.01 1.93 -1.25  0.296

The HOMO-LUMO gap is 10.35 eV. The HOMO energy comes out at -9.519 eV. As for the molar mass: 107.1 Da.

Arrangement two

Formula: C3H9NO3
Source: the Open Molecules 2025 dataset
Level of theory: ωB97M-V/def2-TZVPD

Each line ends with the Mulliken charge.
Atoms and positions in Å:
O: 0.71 2.12 0.97  -0.458
O: 2.15 1.88 1.07  -0.341
O: 0.48 -0.49 1.62  -0.461
N: -1.46 -1.54 -1.36  -0.510
C: -0.17 0.39 0.81  0.127
C: -0.12 -1.18 -1.09  -0.713
C: 0.10 0.63 -0.55  -0.435
H: 2.20 1.67 2.01  0.296
H: 0.03 -0.55 2.47  0.360
H: 1.07 0.89 -0.97  0.322
H: 0.37 -1.89 -0.44  0.386
H: -0.71 1.09 -1.10  0.274
H: -1.18 0.63 1.15  0.361
H: -2.03 -1.58 -0.52  0.220
H: 0.48 -1.13 -2.00  0.315
H: -1.91 -0.95 -2.05  0.257

The HOMO-LUMO gap is 8.05 eV. The HOMO energy comes out at -7.747 eV. As for the molar mass: 107.1 Da.

Short version: arrangement one is the most stable of them.

Arrangement one

Formula: C3H9NO3
Source: the Open Molecules 2025 dataset
Level of theory: ωB97M-V/def2-TZVPD

Each line ends with the Mulliken charge.
Atoms and positions in Å:
O: -1.42 -1.98 -1.55  -0.590
O: 1.87 -1.13 2.07  -0.523
O: -1.68 2.30 -0.84  -0.519
N: -0.01 0.71 -0.57  -0.053
C: 1.08 -1.06 0.87  -0.339
C: 1.13 0.36 0.34  -0.572
C: -0.82 1.76 -0.21  0.097
H: 1.29 -1.19 2.82  0.312
H: 0.03 0.28 -1.48  0.204
H: -1.77 -2.79 -1.16  0.300
H: 0.03 -1.28 1.08  0.290
H: -1.34 -2.08 -2.49  0.297
H: 1.39 -1.85 0.20  0.265
H: 1.98 0.63 -0.29  0.281
H: -0.86 1.71 0.90  0.215
H: 1.05 1.03 1.20  0.336

The HOMO-LUMO gap is 10.07 eV. The HOMO energy comes out at -9.561 eV. As for the molar mass: 107.1 Da.

Arrangement two

Formula: C3H9NO3
Source: the Open Molecules 2025 dataset
Level of theory: ωB97M-V/def2-TZVPD

Each line ends with the Mulliken charge.
Atoms and positions in Å:
O: 0.61 -0.45 -1.51  -0.548
O: -1.74 0.28 -1.90  -0.864
O: 2.11 0.18 0.06  -0.601
N: -1.37 0.23 0.56  -0.512
C: -0.05 -0.38 0.87  0.292
C: 0.96 -0.17 -0.29  0.469
C: 0.44 0.09 2.26  -1.256
H: -0.37 -0.22 -1.92  0.450
H: -2.00 1.05 -2.31  0.246
H: -1.32 1.25 0.65  0.304
H: 1.30 -0.51 2.34  0.333
H: 0.57 1.18 2.44  0.336
H: -0.29 -0.30 3.03  0.402
H: -2.01 0.03 -0.61  0.474
H: -0.23 -1.46 0.95  0.165
H: -1.95 -0.03 1.29  0.311

The HOMO-LUMO gap is 10.21 eV. The HOMO energy comes out at -9.896 eV. As for the molar mass: 107.1 Da.

Arrangement three

Formula: C3H9NO3
Source: the Open Molecules 2025 dataset
Level of theory: ωB97M-V/def2-TZVPD

Each line ends with the Mulliken charge.
Atoms and positions in Å:
O: -0.93 2.16 1.31  -0.357
O: -1.88 0.65 0.03  -0.278
O: 0.83 -1.61 0.98  -0.503
N: -0.68 1.32 0.24  -0.086
C: 0.73 -0.28 0.54  -0.104
C: 1.73 0.05 -0.55  -1.068
C: -1.68 -0.44 -0.79  -0.331
H: 1.67 1.11 -0.81  0.361
H: 1.53 -0.54 -1.45  0.286
H: -0.60 -0.83 -0.37  0.166
H: 2.75 -0.15 -0.21  0.350
H: -1.39 -0.15 -1.80  0.224
H: 1.01 -2.18 0.22  0.345
H: 0.95 0.28 1.44  0.358
H: -2.55 -1.08 -0.73  0.311
H: -1.48 1.68 1.95  0.327

The HOMO-LUMO gap (alpha / beta) is 8.69 / 8.44 eV. The HOMO energy (alpha / beta) comes out at -8.117 / -7.841 eV. As for the molar mass: 107.1 Da.

Short version: arrangement one is the most stable of them.

Arrangement one

Formula: C3H9NO3
Source: the Open Molecules 2025 dataset
Level of theory: ωB97M-V/def2-TZVPD

Each line ends with the Mulliken charge.
Atoms and positions in Å:
O: -1.82 0.03 0.40  -0.577
O: -1.01 1.24 -1.41  -0.570
O: 0.73 -0.69 1.97  -0.478
N: 1.66 0.95 0.77  -0.517
C: 1.74 0.09 1.72  0.147
C: -0.74 0.17 -0.52  0.033
C: -0.59 -1.07 -1.38  -1.074
H: -2.62 -0.20 -0.09  0.336
H: 0.26 -0.96 -2.05  0.314
H: -0.44 -1.95 -0.76  0.285
H: -1.48 -1.22 -2.00  0.379
H: 2.66 -0.20 2.24  0.363
H: 2.45 1.60 0.68  0.165
H: 0.00 -0.47 1.25  0.298
H: 0.31 0.62 0.03  0.597
H: -1.11 2.05 -0.88  0.299

The HOMO-LUMO gap is 9.89 eV. The HOMO energy comes out at -9.010 eV. As for the molar mass: 107.1 Da.

Arrangement two

Formula: C3H9NO3
Source: the Open Molecules 2025 dataset
Level of theory: ωB97M-V/def2-TZVPD

Each line ends with the Mulliken charge.
Atoms and positions in Å:
O: 4.22 1.68 -0.15  -0.636
O: -2.01 -0.79 2.17  -0.524
O: 0.17 -0.37 1.63  -0.426
N: -0.48 1.05 -0.55  -0.627
C: -1.35 -0.05 -0.10  0.471
C: -1.12 -1.38 -0.86  -1.381
C: -1.19 -0.43 1.39  0.249
H: -1.24 -1.10 -1.92  0.328
H: 0.24 0.75 -1.21  0.247
H: -0.06 -1.59 -0.76  0.359
H: -2.45 0.10 -0.19  0.304
H: 3.58 1.57 -0.86  0.315
H: -1.06 1.66 -1.13  0.273
H: 0.27 0.18 2.43  0.331
H: 4.02 0.99 0.51  0.322
H: -1.54 -2.26 -0.40  0.396

The HOMO-LUMO gap is 10.36 eV. The HOMO energy comes out at -9.875 eV. As for the molar mass: 107.1 Da.

Short version: arrangement two is the most stable of them.

Arrangement one

Formula: C2HClN2O
Source: the Open Molecules 2025 dataset
Level of theory: ωB97M-V/def2-TZVPD

Each line ends with the Mulliken charge.
Atoms and positions in Å:
Cl: -1.71 0.14 -1.99  -0.115
O: 0.19 1.13 -0.55  -0.124
N: -0.43 -0.90 0.09  -0.449
N: 0.99 0.81 0.55  -0.244
C: 0.57 -0.38 0.88  -0.019
C: -0.60 0.07 -0.74  0.580
H: 0.98 -0.88 1.76  0.372

The HOMO-LUMO gap is 11.52 eV. The HOMO energy comes out at -10.788 eV. As for the molar mass: 104.5 Da.

Arrangement two

Formula: C2HClN2O
Source: the Open Molecules 2025 dataset
Level of theory: ωB97M-V/def2-TZVPD

Each line ends with the Mulliken charge.
Atoms and positions in Å:
Cl: 0.57 -1.26 1.66  -0.295
O: 0.21 2.83 0.44  -0.600
N: 0.06 1.72 0.08  0.544
N: -0.78 -1.15 -1.84  -0.341
C: -0.09 0.60 -0.21  0.206
C: -0.43 -0.43 -1.02  0.204
H: 0.46 -2.30 0.88  0.282

The HOMO-LUMO gap is 10.67 eV. The HOMO energy comes out at -10.485 eV. As for the molar mass: 104.5 Da.

Arrangement three

Formula: C2HClN2O
Source: the Open Molecules 2025 dataset
Level of theory: ωB97M-V/def2-TZVPD

Each line ends with the Mulliken charge.
Atoms and positions in Å:
Cl: -1.24 1.95 0.50  -0.124
O: -0.12 0.41 -1.29  -0.125
N: 0.73 -1.23 -0.26  -0.187
N: 0.50 -0.85 -1.42  -0.091
C: 0.20 -0.39 0.71  -0.429
C: -0.42 0.59 0.02  0.539
H: 0.36 -0.48 1.75  0.417

The HOMO-LUMO gap is 10.89 eV. The HOMO energy comes out at -10.339 eV. As for the molar mass: 104.5 Da.

Short version: arrangement one is the most stable of them.

Arrangement one

Formula: C5H14N2O
Source: the Open Molecules 2025 dataset
Level of theory: ωB97M-V/def2-TZVPD

Each line ends with the Mulliken charge.
Atoms and positions in Å:
O: -1.43 -1.06 -1.70  -0.522
N: 0.18 -1.13 3.23  -0.489
N: 0.58 -0.07 0.12  -0.271
C: 1.32 -0.69 2.35  -0.520
C: -0.51 -0.02 -2.03  0.793
C: -1.28 0.76 -3.10  -1.290
C: 0.99 0.56 1.40  -0.574
C: -0.07 0.82 -0.90  -1.141
H: 0.11 -0.74 4.05  0.147
H: -2.34 0.73 -2.96  0.329
H: 1.97 0.96 1.03  0.315
H: -1.64 -1.13 -0.81  0.259
H: -0.18 -2.08 3.43  0.171
H: 1.77 -1.59 1.74  0.297
H: -1.06 0.24 -4.00  0.318
H: -0.18 -0.75 0.35  0.209
H: -0.91 1.76 -3.14  0.378
H: 0.26 1.29 1.82  0.356
H: 2.08 -0.41 3.12  0.366
H: 0.51 -0.58 -2.37  0.181
H: 0.58 1.57 -1.33  0.380
H: -0.73 1.56 -0.30  0.309

The HOMO-LUMO gap is 10.00 eV. The HOMO energy comes out at -8.968 eV. As for the molar mass: 118.2 Da.

Arrangement two

Formula: C5H14N2O
Source: the Open Molecules 2025 dataset
Level of theory: ωB97M-V/def2-TZVPD

Each line ends with the Mulliken charge.
Atoms and positions in Å:
O: -3.25 0.14 -1.31  -0.518
N: 0.06 0.48 1.24  -0.347
N: 2.73 -0.22 -1.01  -0.676
C: 1.60 0.66 -0.79  -0.516
C: 0.33 0.02 -0.15  0.366
C: 0.47 -0.44 2.30  -0.828
C: -2.20 -0.08 -0.35  -0.437
C: -0.91 0.27 -1.01  -1.161
H: 2.71 -1.03 -0.39  0.255
H: 0.58 1.34 1.35  0.248
H: 2.69 -0.69 -1.91  0.271
H: -0.41 -0.74 2.88  0.258
H: 1.32 1.16 -1.72  0.376
H: 0.96 -1.32 1.89  0.278
H: -0.85 -0.32 -1.94  0.309
H: 1.91 1.47 -0.12  0.279
H: 1.14 -0.04 3.05  0.318
H: -2.17 -1.14 -0.11  0.274
H: -4.06 -0.25 -0.97  0.300
H: -0.82 1.27 -1.45  0.367
H: 0.58 -1.04 -0.03  0.269
H: -2.41 0.51 0.54  0.317

The HOMO-LUMO gap is 9.69 eV. The HOMO energy comes out at -8.708 eV. As for the molar mass: 118.2 Da.

Short version: arrangement two is the most stable of them.

Arrangement one

Formula: C5H14N2O
Source: the Open Molecules 2025 dataset
Level of theory: ωB97M-V/def2-TZVPD

Each line ends with the Mulliken charge.
Atoms and positions in Å:
O: 2.27 -2.21 0.61  -0.525
N: -1.61 2.02 0.10  -0.306
N: 0.69 -1.55 -1.88  -0.625
C: -0.42 0.07 -0.51  -1.037
C: 0.91 -1.77 0.60  -0.545
C: -2.10 3.06 1.03  -0.905
C: 0.78 -0.85 -0.61  0.484
C: -0.46 1.22 0.50  -0.459
H: 1.69 -0.23 -0.64  0.251
H: -1.33 3.57 1.61  0.295
H: -0.60 0.46 -1.51  0.408
H: 1.50 -2.10 -2.12  0.217
H: 2.62 -2.46 1.46  0.288
H: -2.65 3.75 0.38  0.357
H: -1.30 -0.57 -0.34  0.243
H: 0.34 -2.69 0.39  0.187
H: 0.47 1.81 0.61  0.341
H: -0.74 0.76 1.47  0.323
H: -0.21 -1.91 -2.16  0.184
H: -2.84 2.57 1.66  0.268
H: 0.59 -1.30 1.54  0.331
H: -1.42 2.46 -0.79  0.222

The HOMO-LUMO gap is 9.76 eV. The HOMO energy comes out at -8.783 eV. As for the molar mass: 118.2 Da.

Arrangement two

Formula: C5H14N2O
Source: the Open Molecules 2025 dataset
Level of theory: ωB97M-V/def2-TZVPD

Each line ends with the Mulliken charge.
Atoms and positions in Å:
O: 2.44 0.86 0.23  -0.621
N: 1.82 0.37 2.42  -0.428
N: 2.48 -1.32 0.95  -0.450
C: -0.09 0.77 -1.65  -1.256
C: -1.52 0.57 -0.95  0.666
C: -1.25 0.27 0.53  -1.273
C: 2.30 0.02 1.16  0.702
C: -2.27 -0.63 -1.50  -1.316
H: -0.63 -0.62 0.62  0.284
H: -2.07 -0.66 -2.58  0.349
H: 0.54 -0.11 -1.55  0.242
H: 1.45 1.29 2.61  0.223
H: -0.73 1.10 1.03  0.244
H: 0.38 1.62 -1.17  0.358
H: 2.61 -1.76 0.03  0.241
H: -2.22 0.18 1.06  0.405
H: -2.15 1.47 -1.11  0.235
H: 2.06 -0.33 3.12  0.179
H: -1.89 -1.54 -1.01  0.305
H: -3.33 -0.62 -1.24  0.360
H: 2.21 -1.93 1.74  0.167
H: -0.13 0.99 -2.74  0.383

The HOMO-LUMO gap is 10.51 eV. The HOMO energy comes out at -9.849 eV. As for the molar mass: 118.2 Da.

Short version: arrangement two is the most stable of them.